Entry A
This record from OMol25 describes a cluster of 2 separate species, C2H11N5 in total. The level of theory is ωB97M-V with the def2-TZVPD basis set.

## Properties
Orbital gap: 9.1324 eV
Structure (SMILES): [H]/N=N\NN.CNC
HOMO: -0.29508 hartree

Cartesian coordinates (Å):
N (-1.70, -1.22, 0.51)
N (-2.11, 0.08, 0.54)
N (-1.91, 2.36, 0.57)
N (1.00, -0.25, -0.07)
N (-1.50, 1.53, 1.32)
C (2.32, -0.80, 0.20)
C (0.88, 0.35, -1.39)
H (1.00, -0.43, -2.15)
H (-0.11, 0.78, -1.50)
H (-2.51, 1.84, -0.19)
H (-1.96, -1.80, 1.30)
H (-0.70, -1.26, 0.30)
H (3.13, -0.06, 0.08)
H (-3.13, 0.12, 0.68)
H (2.36, -1.18, 1.22)
H (0.76, 0.44, 0.63)
H (2.52, -1.63, -0.48)
H (1.64, 1.13, -1.58)

***

Entry B
This record from OMol25 describes a structure of composition C2H11N5. The level of theory is ωB97M-V with the def2-TZVPD basis set.

## Properties
Orbital gap: 8.4938 eV
HOMO: -0.28173 hartree

Cartesian coordinates (Å):
N (1.47, -0.40, -1.52)
N (-0.77, 1.94, -0.67)
N (0.56, 1.57, -0.21)
N (0.07, -0.82, 0.65)
N (0.38, -1.04, -1.13)
C (0.49, 0.85, 0.93)
C (-1.34, -1.12, 0.87)
H (-0.97, 1.40, -1.51)
H (-1.60, -1.01, 1.92)
H (1.46, 0.71, 1.40)
H (1.19, 0.79, -1.04)
H (-0.70, 2.91, -0.96)
H (-0.29, 1.14, 1.64)
H (-1.92, -0.42, 0.28)
H (2.35, -0.86, -1.28)
H (0.52, -2.06, -1.09)
H (0.68, -1.44, 1.18)
H (-1.58, -2.15, 0.56)

***

Energy ordering: entry A at the bottom, the next structure 1.270 eV above.

***

Entry A
This record from OMol25 describes the ion C6H13N with charge -1. The level of theory is ωB97M-V with the def2-TZVPD basis set.

## Properties
Orbital gap (spin up / spin down): 2.6699 / 8.1161 eV
2S+1: 2
HOMO (spin up / spin down): 0.05291 / -0.15125 hartree
Total charge: -1

Cartesian coordinates (Å):
N (-0.56, -0.59, -1.99)
C (-0.43, -1.21, 1.79)
C (0.30, 1.01, -0.26)
C (1.80, -0.18, -1.73)
C (-0.74, 0.30, 1.87)
C (-0.94, 1.22, 0.52)
C (0.46, 0.14, -1.28)
H (-1.46, -0.72, -1.58)
H (2.45, -0.38, -0.90)
H (2.00, 0.66, -2.46)
H (-1.23, -1.69, 1.23)
H (-1.09, 2.24, 0.73)
H (1.17, 1.38, 0.42)
H (0.18, 0.79, 2.27)
H (0.55, -1.34, 1.33)
H (-0.23, -0.66, -2.88)
H (1.81, -1.04, -2.45)
H (-1.62, 0.54, 2.47)
H (-0.53, -1.36, 2.87)
H (-1.87, 0.90, 0.01)

***

Entry B
This record from OMol25 describes the ion C6H13N with charge -1. The level of theory is ωB97M-V with the def2-TZVPD basis set.

## Properties
Orbital gap (spin up / spin down): 5.5726 / 4.5709 eV
2S+1: 2
HOMO (spin up / spin down): -0.04279 / -0.01943 hartree
Total charge: -1

Cartesian coordinates (Å):
N (-2.87, 0.54, -0.55)
C (2.37, -1.13, 0.12)
C (0.21, -0.35, -0.73)
C (1.60, 0.05, -0.44)
C (1.74, 1.34, 0.31)
C (-0.93, -0.60, 0.51)
C (-2.10, 0.27, 0.68)
H (-1.13, -1.67, 0.39)
H (-2.43, 1.30, -1.07)
H (0.85, 1.53, 0.97)
H (-0.33, 0.44, -1.26)
H (-0.23, -0.54, 1.35)
H (0.18, -1.32, -1.22)
H (1.85, -1.58, 1.01)
H (-2.78, 0.04, 1.50)
H (2.48, -1.97, -0.57)
H (2.57, 1.33, 1.03)
H (3.37, -0.94, 0.51)
H (1.75, 2.28, -0.26)
H (-2.49, -0.21, -1.15)

***

Energy ordering: entry A at the bottom, the next structure 1.054 eV above.

***

Entry A
This record from OMol25 describes a cluster of 2 separate species, C3H9N2O3 in total. The level of theory is ωB97M-V with the def2-TZVPD basis set.

## Properties
Orbital gap: 11.0403 eV
HOMO: -0.57145 hartree
Total charge: +1

Cartesian coordinates (Å):
O (3.79, -0.33, 0.15)
O (1.74, -0.96, -0.18)
O (2.12, 1.08, 0.06)
N (-1.12, 0.13, -0.13)
N (2.48, -0.01, 0.00)
C (-0.44, -0.02, -1.20)
C (-1.62, -1.08, 0.48)
C (-1.31, 1.42, 0.49)
H (4.03, -1.24, -0.11)
H (-1.71, 1.31, 1.49)
H (-2.20, -1.78, -0.19)
H (-2.33, -0.80, 1.34)
H (-0.32, -0.83, -1.86)
H (0.07, 0.84, -1.56)
H (-0.81, -1.60, 0.82)
H (-0.33, 2.00, 0.56)
H (-2.06, 1.87, -0.16)

***

Entry B
This record from OMol25 describes the ion C3H9N2O3 with charge +1. The level of theory is ωB97M-V with the def2-TZVPD basis set.

## Properties
Orbital gap: 10.7916 eV
Structure (SMILES): CNC(O)(O)/[NH+]=C\O
HOMO: -0.53242 hartree
Total charge: +1

Cartesian coordinates (Å):
O (-0.62, 1.80, -1.42)
O (-0.16, -0.04, 2.36)
O (-1.11, -0.38, -1.18)
N (-1.28, 1.10, 0.69)
N (0.90, 0.42, -0.38)
C (-0.94, 0.86, 1.95)
C (1.32, -0.94, -0.20)
C (-0.43, 0.67, -0.74)
H (1.22, -1.54, -1.16)
H (0.26, -0.80, 1.92)
H (-1.43, 1.38, 2.69)
H (1.20, 0.99, 0.39)
H (0.64, -1.53, 0.42)
H (2.31, -1.00, 0.18)
H (-1.80, 1.96, 0.57)
H (0.17, 2.44, -1.43)
H (-1.80, 0.07, -1.74)

***

Energy ordering: entry B at the bottom, the next structure 4.161 eV above.

***

Entry A
This record from OMol25 describes a cluster of 4 separate species, C4H14NO3 in total. The level of theory is ωB97M-V with the def2-TZVPD basis set.

## Properties
Orbital gap: 10.3651 eV
HOMO: -0.50992 hartree
Total charge: +1

Cartesian coordinates (Å):
O (2.63, 0.07, 1.64)
O (-0.10, -2.32, -1.77)
O (-1.44, -0.15, -2.07)
N (0.51, 0.16, -0.35)
C (1.46, 0.98, -0.43)
C (-0.60, 0.58, 0.60)
C (-0.61, -0.07, 1.93)
C (-1.36, 1.51, 0.07)
H (-1.58, -0.16, 2.41)
H (-0.85, -2.30, -2.37)
H (-1.43, 0.10, -3.00)
H (2.93, 0.29, 2.52)
H (-2.39, -0.08, -1.94)
H (0.34, -0.65, -0.97)
H (1.67, 1.80, 0.24)
H (0.00, 0.55, 2.58)
H (-2.14, 1.99, 0.64)
H (2.31, -0.83, 1.82)
H (-1.32, 2.06, -0.86)
H (2.29, 0.84, -1.09)
H (-0.02, -3.27, -1.63)
H (-0.27, -1.11, 2.02)

***

Entry B
This record from OMol25 describes a cluster of 4 separate species, C4H14NO3 in total. The level of theory is ωB97M-V with the def2-TZVPD basis set.

## Properties
Orbital gap: 8.9983 eV
HOMO: -0.49010 hartree
Total charge: +1

Cartesian coordinates (Å):
O (-1.58, 2.06, -2.55)
O (1.60, -4.77, 2.20)
O (1.58, 2.99, 0.58)
N (0.23, 0.56, -0.43)
C (-0.72, -1.76, 0.16)
C (-0.63, -0.38, 0.26)
C (-1.28, 0.35, 1.34)
C (0.36, 0.60, -1.73)
H (2.28, -5.42, 2.05)
H (1.30, 3.67, 1.12)
H (-1.70, 2.91, -1.97)
H (1.21, 1.19, -2.08)
H (-1.05, 1.42, 1.52)
H (-2.39, 0.39, 1.31)
H (-1.14, -0.10, 2.28)
H (2.41, 3.44, 0.19)
H (0.63, 1.42, 0.14)
H (-0.32, -2.35, -0.66)
H (-0.02, -0.10, -2.56)
H (-1.18, -2.44, 0.70)
H (0.80, -5.14, 2.39)
H (-1.64, 2.16, -3.43)

***

Energy ordering: entry A at the bottom, the next structure 1.435 eV above.